# C30H38Cl8O14

A cluster of 8 separate species, C30H38Cl8O14 in total (ωB97M-V/def2-TZVPD, OMol25).

Properties
Charge: -1
Multiplicity: 2
HOMO level (alpha / beta), eV: -2.7 / -4.9
E_LUMO (alpha / beta), eV: -0.935 / -0.935

```
90
Properties=species:S:1:pos:R:3:forces:R:3
Cl 6.54946 -21.88773 27.27956 -0.3249 -0.2871 0.6915
C 5.27795 -22.30814 28.49553 -0.4180 0.2605 0.4806
C 5.64309 -22.13633 29.95961 0.7430 -0.1491 -0.4894
Cl 7.04174 -23.25893 30.30294 -0.3352 0.5606 0.2978
H 4.97455 -23.35187 28.41381 0.0600 0.1496 -0.6856
H 4.45592 -21.62322 28.28758 -0.1326 -0.2647 -0.1199
H 4.82119 -22.46462 30.59584 -0.0141 -0.0469 -0.1613
H 5.88172 -21.10543 30.22113 0.3705 -0.2373 0.0285
Cl -1.38087 -21.28096 35.80998 -0.0634 0.1921 0.4062
C -0.03913 -21.53635 36.95562 0.0274 -0.0919 0.8497
C -0.52069 -21.85692 38.39314 -0.9106 -1.0652 -1.2007
Cl 0.84025 -21.86461 39.49258 0.6451 0.2674 0.5109
H 0.60191 -20.66030 37.05412 -0.1801 0.0760 -0.6005
H 0.52194 -22.35898 36.51224 0.1647 0.1333 0.3426
H -0.90331 -22.87632 38.44329 -0.1002 0.0031 -0.2216
H -1.33632 -21.23597 38.76367 0.3979 0.4135 -0.1471
Cl 6.29478 -16.86754 33.84695 0.2475 0.1787 0.1489
C 7.38622 -18.20027 33.44017 0.1683 -1.2939 -0.0040
C 6.67525 -19.59800 33.61760 1.2261 2.2645 -0.1310
Cl 5.25849 -19.46792 32.58640 -0.3752 -0.7544 -0.2210
H 8.29019 -18.12727 34.04483 -0.1861 -0.0079 0.2291
H 7.70388 -18.11547 32.40094 -0.2529 0.1981 0.0061
H 6.43267 -19.71210 34.67412 -0.3065 -0.3365 -0.2461
H 7.36725 -20.35430 33.24713 -0.2892 -0.1625 0.1167
Cl 6.13389 -27.16424 33.02647 -0.2266 0.1531 -1.0080
C 5.67803 -27.36418 31.28809 -1.0961 -0.3439 -0.5701
C 4.16838 -27.08914 30.98208 0.5820 0.8809 -0.0006
Cl 3.85918 -25.28929 30.71807 0.0871 -1.1059 -0.0060
H 5.88942 -28.40177 31.02959 -0.1049 -0.0813 0.2690
H 6.34261 -26.77322 30.65785 -0.1979 0.3259 0.3285
H 3.49555 -27.46831 31.75126 0.2493 0.3490 0.2552
H 3.78546 -27.50396 30.04967 0.6932 -0.2549 -0.0485
C 2.65924 -20.54464 33.85879 -0.7749 -2.2669 -0.6315
O 1.46406 -21.26827 34.17844 -1.2893 -0.6911 0.4067
C 1.05096 -22.33953 33.28775 0.7258 1.1138 0.2200
C 2.09737 -23.38177 33.04082 1.0347 -0.3400 -0.0549
O 2.89167 -23.70060 34.24445 0.0858 -0.2255 -1.6711
C 4.01426 -24.55426 33.86099 -0.7103 0.0565 -0.2753
H 2.83616 -19.80196 34.63675 -0.2342 0.1366 -0.4179
H 2.56556 -20.22140 32.82204 0.1707 0.8044 0.1398
H 3.44562 -21.29928 33.87362 0.5549 0.2936 0.1030
H 0.75409 -21.93672 32.31940 0.1427 0.2101 -0.3206
H 0.16428 -22.89175 33.59911 -0.1228 0.7621 1.1097
H 2.73578 -23.14653 32.18924 0.6150 0.5377 0.3667
H 1.55810 -24.22730 32.61377 -0.0240 -0.6929 0.4878
H 4.48147 -24.25190 32.92377 -0.1392 0.5434 0.1649
H 3.60181 -25.53792 33.63650 0.1338 -0.3146 0.2445
H 4.80941 -24.62651 34.60302 -0.6025 0.2416 0.3812
C -0.02719 -18.66169 26.94182 0.2185 0.0299 -0.2910
C 0.05448 -19.92055 27.43848 0.9590 -1.3453 0.8496
C 0.03445 -20.20044 28.88914 -0.1248 4.6290 0.2289
O 0.25468 -21.20971 29.54334 0.2968 -3.2851 -0.3596
C -0.06957 -18.96208 29.66472 0.2327 -1.5815 0.1325
C -0.09444 -17.74928 29.12709 -0.3579 1.7445 0.1212
C -0.14073 -17.46534 27.75735 -0.3862 -2.3798 -2.9836
O -0.31776 -16.34184 27.23861 0.1601 1.0237 0.5450
O -0.11900 -16.64091 29.86604 0.0576 0.8766 2.4244
O 0.46311 -21.01409 26.65894 -0.8328 0.8380 0.1955
H 0.11804 -18.54677 25.87782 -0.1381 0.1491 -0.1851
H 0.05122 -19.06351 30.73314 -0.2104 -0.0510 0.1705
H -0.24430 -15.86680 29.31228 -0.0057 0.0025 -0.7713
H 0.25077 -21.72713 27.26565 0.2530 -0.7366 0.0415
C 2.56356 -26.13939 38.62699 0.7237 0.6540 -0.1887
C 1.55522 -26.75638 39.25716 0.9791 -1.3005 3.0533
C 0.31343 -27.10835 38.62742 -3.0500 0.9104 -3.4296
O -0.62289 -27.82283 38.97487 1.5469 0.0102 1.4404
C 0.10514 -26.40303 37.34743 2.3154 1.6785 -1.3476
C 1.12507 -25.72004 36.67566 -1.6358 -0.2694 -0.6236
C 2.50420 -25.54366 37.24289 0.1103 -0.8423 1.0911
O 3.44127 -24.99408 36.67984 -1.5460 -0.7919 0.9520
O 0.92652 -25.17410 35.46029 -1.4271 -1.0606 1.1679
O 1.66385 -27.16286 40.58199 1.3269 0.8939 -1.0223
H 3.49584 -25.95115 39.13869 -0.0201 -0.0855 0.2579
H -0.89444 -26.36083 36.94065 0.0219 -0.3613 -0.1266
H 1.67366 -24.66370 35.13955 1.3705 0.7209 -0.2033
H 0.92665 -27.65792 40.94674 -0.5805 -0.0633 -0.7221
C 7.48746 -29.94411 37.44635 -0.0593 -0.5587 3.3364
C 7.36754 -29.81930 38.82376 1.4609 -1.0619 -1.5415
C 6.72822 -28.64109 39.54007 -2.0309 0.9650 0.6929
O 6.53175 -28.60238 40.78026 1.2103 -0.3538 -3.4501
C 6.21042 -27.58882 38.56530 0.3226 -1.0375 -1.4469
C 6.26457 -27.77621 37.18639 0.6044 1.2082 0.2990
C 6.86315 -29.03815 36.56155 -0.8325 0.0824 -2.7910
O 6.78613 -29.25508 35.32361 0.1072 1.1250 2.9487
O 5.96079 -26.79769 36.25711 0.0129 -1.1881 2.4656
O 7.95875 -30.81118 39.56230 -0.6910 1.3620 -0.5179
H 8.01106 -30.82109 37.09543 -0.0883 0.0360 -0.2706
H 5.75747 -26.68302 38.94050 0.1419 -0.0022 0.2099
H 6.14963 -27.15787 35.38751 -0.0188 -0.4813 -0.4582
H 8.11581 -30.40934 40.41989 -0.1104 -0.1943 0.7533
```
Positions in Å, forces in eV/Å.



# C31H41GaGeN3O2PSe

A structure of composition C31H41GaGeN3O2PSe (ωB97M-V/def2-TZVPD, OMol25).

Properties
Charge: 0
Multiplicity: 1
HOMO level, eV: -6.5
Energy above the lowest of the compared OMol25 structures with the same formula, charge and spin, kJ/mol: 0.0
E_LUMO, eV: 0.266

```
81
Properties=species:S:1:pos:R:3:forces:R:3
Ga -0.71397 -0.54044 0.22448 -0.5731 -0.7730 -0.4902
N 0.06002 -1.35657 3.02792 0.7259 0.3002 -1.5005
C -0.41949 -2.73148 2.97138 -0.1330 0.3767 0.1466
C -1.36472 -3.00647 1.79668 -0.4112 -0.9598 0.3209
O -2.03812 -4.02724 1.88656 0.4260 0.8297 -0.3919
O -1.41318 -2.19875 0.76792 0.1610 0.1084 0.7415
H 0.69694 -1.16243 2.20735 -0.4869 -0.2385 1.2857
H 0.53397 -1.15933 3.89265 0.2499 -0.0117 0.1395
H -0.99226 -2.94829 3.87539 -0.0398 0.0422 -0.1083
H 0.38233 -3.47566 2.95117 0.0180 -0.1027 -0.2306
N 1.09682 -0.58182 0.21466 -0.1979 -0.0313 0.0995
P 2.36165 -0.72417 -0.67486 -1.1144 -0.1367 1.0375
C 2.10544 -0.79614 -2.46571 0.2497 -0.8581 -0.7057
C 2.25242 0.34083 -3.26145 -0.0165 -0.6912 -0.2256
C 2.13227 0.26164 -4.64902 0.0455 0.1806 -0.2331
C 1.97713 -0.97083 -5.28377 0.0223 -0.1706 0.5874
C 1.85732 -2.14126 -4.49691 -0.3869 1.0045 0.3179
C 1.84542 -2.04868 -3.08985 0.5007 0.3660 -0.5988
C 3.37137 -2.19057 -0.24336 0.1666 0.8360 -0.8487
C 3.29521 -2.70553 1.04805 -0.1280 -0.3351 -0.6147
C 3.92562 -3.90416 1.30719 0.2733 -1.0861 1.6031
C 4.58270 -4.62435 0.32292 -0.0006 1.4868 -0.6851
C 4.70481 -4.04969 -0.95355 0.0617 -0.4900 -0.2162
C 4.17452 -2.78430 -1.23730 -0.3629 -0.9323 0.6830
C 3.38648 0.68873 -0.33098 0.8372 1.0218 0.0527
C 2.76394 1.88008 0.10688 0.5309 -0.1448 -0.1477
C 3.54631 3.02067 0.28999 -0.0286 0.5509 0.1756
C 4.93275 2.97273 0.05499 -0.8697 -0.0165 -0.3170
C 5.53689 1.81420 -0.40375 -0.9678 -0.4335 0.2311
C 4.77124 0.65329 -0.54262 -0.3601 0.2840 -0.1186
H 2.54384 1.27227 -2.81784 -0.1051 0.4067 0.2317
H 2.19778 1.19478 -5.22719 0.0594 -0.5715 0.1813
H 1.98072 -1.01317 -6.38012 -0.1083 -0.1157 0.5406
H 1.71407 -3.08633 -5.00557 0.0485 -0.0731 0.2020
H 1.77663 -2.96528 -2.48728 -0.1406 0.5081 -0.2960
H 2.69370 -2.24750 1.81730 -0.0835 0.2592 -0.0622
H 3.89734 -4.35421 2.33394 -0.1025 0.5997 -1.0086
H 5.06975 -5.53904 0.57947 0.0443 -0.5753 -0.1099
H 5.13086 -4.66423 -1.75765 0.1671 0.5128 0.3466
H 4.29023 -2.34185 -2.23460 -0.1500 -0.2517 0.5242
H 1.68903 1.86861 0.30847 0.4099 0.0363 -0.1879
H 3.09129 4.00353 0.58039 0.3939 -1.1585 -0.1666
H 5.50279 3.87516 0.16685 0.2383 0.2447 0.0448
H 6.55855 1.80307 -0.69820 0.7543 0.0066 0.1018
H 5.23466 -0.29064 -0.82967 -0.0205 0.2934 -0.0800
C -2.87051 -2.62192 -1.52863 -0.1755 -0.1383 0.0783
C -2.73276 -1.17272 -1.91274 -0.5369 1.2499 -1.5987
C -3.43552 -0.47769 -2.97098 0.3965 -3.3173 2.1491
C -3.01245 0.80886 -3.02178 2.2802 2.7558 1.4701
C -1.99667 0.95433 -1.99316 -1.6256 -0.7762 -1.6030
C -1.03426 2.05800 -1.78834 0.9148 0.1541 -0.3380
N -1.83803 -0.26587 -1.33691 -0.7931 0.2684 -0.6463
H -3.35171 -3.18992 -2.35403 -0.0023 0.5174 0.5711
H -3.43914 -2.71385 -0.57388 0.3340 -0.2607 -0.8030
H -1.89596 -3.10678 -1.36491 -0.3512 0.2552 0.0033
H -4.19805 -0.94795 -3.56715 -0.0578 -0.0706 -0.1119
H -3.38143 1.60575 -3.70656 0.5618 -0.7072 0.7062
H -1.25479 2.89906 -2.44455 -0.1031 -0.0603 -0.1280
H 0.00739 1.72276 -2.04736 -0.7136 0.3294 0.3793
H -1.04174 2.48276 -0.78332 0.1497 -0.1057 0.3138
C -5.55181 1.01206 3.25178 -0.3353 0.3178 -0.7856
Ge -4.58222 2.59492 2.50406 0.0681 -0.4680 0.0638
C -5.83095 3.79556 1.52003 0.2079 -0.3246 0.3001
C -3.67467 3.57772 3.93018 1.3671 0.4047 0.7558
C -3.08522 1.93525 1.38287 -0.4761 1.6160 -0.7078
Se -1.79753 0.81645 2.22157 1.4875 -0.0572 0.0110
C -0.33836 2.17759 2.54568 -1.5877 0.1405 0.4241
H -6.57205 1.35893 3.47584 0.3142 -0.1397 0.2955
H -5.04572 0.65305 4.15456 -0.2317 -0.0259 -0.2359
H -5.69842 0.19103 2.50939 0.4462 0.5744 0.5417
H -6.63584 3.96135 2.25739 0.2733 0.3076 -0.3799
H -6.28643 3.28650 0.66131 0.2255 0.1419 0.1432
H -5.35735 4.74516 1.19516 -0.3735 -0.5876 0.3042
H -4.36843 4.14156 4.57570 0.2835 -0.3203 -0.1395
H -2.92398 4.32250 3.53567 -0.9008 -0.6071 0.0942
H -3.03233 2.89562 4.57238 -0.9992 0.5754 -0.6073
H -2.58171 2.83501 0.94730 -0.3366 -0.8077 0.1359
H -3.52566 1.35637 0.57795 0.1446 -0.0887 -0.3630
H -0.71414 2.81793 3.35746 0.0802 -0.1591 -0.3354
H -0.19171 2.78183 1.65149 0.0979 -0.2525 -0.0153
H 0.54712 1.68961 2.90521 0.3707 -0.4313 -0.1930
```
Positions in Å, forces in eV/Å.



# C3H5O2S

The ion C3H5O2S with charge -1 (ωB97M-V/def2-TZVPD, OMol25).

Properties
Charge: -1
Multiplicity: 1
SMILES: O=C([O-])CCS
HOMO level, eV: -4.0
Energy above the lowest of the compared OMol25 structures with the same formula, charge and spin, kJ/mol: 7.2
E_LUMO, eV: 3.145

```
11
Properties=species:S:1:pos:R:3:forces:R:3
O -1.04174 1.36863 -1.41320 0.3105 0.5851 -0.3861
C -1.29340 0.18303 -1.14020 -0.2820 0.1437 0.9494
O -2.16870 -0.56479 -1.59761 -0.3502 -0.4614 -0.5005
C -0.49168 -0.42891 0.04680 0.4233 0.0452 -0.5122
C 0.78378 0.33502 0.34298 0.0379 -0.2106 -0.1784
S 1.77999 -0.30226 1.74220 0.0898 -0.0004 0.0912
H -0.24400 -1.43803 -0.26260 0.0921 -0.3453 0.1241
H -1.15731 -0.51167 0.89524 -0.1360 0.0931 0.3398
H 0.62547 1.39165 0.51926 -0.2538 0.0786 0.1614
H 1.41262 0.29164 -0.53799 0.1917 0.0637 -0.1183
H 2.58117 -1.12668 1.04999 -0.1233 0.0083 0.0297
```
Positions in Å, forces in eV/Å.



# C6H4BN5O10

A cluster of 2 separate species, C6H4BN5O10 in total (ωB97M-V/def2-TZVPD, OMol25).

Properties
Charge: 0
Multiplicity: 1
HOMO level, eV: -9.2
E_LUMO, eV: -2.706

```
26
Properties=species:S:1:pos:R:3:forces:R:3
N -1.28712 1.63553 -1.44012 0.2136 -0.1839 0.1467
C -1.44189 1.75731 -0.12708 -0.1268 -0.0346 0.0698
N -0.46969 1.85524 0.79894 0.0583 -0.1682 -0.2021
C -1.08658 1.93659 1.95556 0.0312 -0.0886 0.0432
O -0.53026 2.03685 3.13418 -0.2803 -0.3701 0.1940
N -0.40615 3.52567 3.72750 0.3189 0.3715 -0.0191
O -0.51831 4.32445 2.94736 -0.1224 -0.0255 0.0275
N -2.43002 1.92725 1.81489 0.1165 0.0789 -0.0770
N -2.65071 1.77475 0.47956 -0.0424 0.3308 -0.1605
H -1.82616 2.15287 -2.10844 -0.3289 -0.1597 0.0268
H -0.57769 0.99611 -1.80731 0.3435 0.2524 -0.3260
H -3.16316 1.97940 2.50284 -0.0126 -0.0747 -0.0059
H -3.56657 1.67646 0.07273 -0.0263 -0.0740 0.0785
B 1.56192 -2.15227 -0.92111 0.0696 -0.0655 0.0182
O 2.44030 -1.74236 0.17318 0.0530 0.0187 -0.0213
C 2.20237 -2.48744 1.24770 -0.1298 -0.1005 -0.0308
O 2.73840 -2.39774 2.30958 0.0019 0.0227 0.0101
C 1.06825 -3.48591 0.86898 0.1207 0.1099 0.0576
O 0.57574 -4.30113 1.58721 -0.0277 0.0020 -0.0011
O 0.73894 -3.24036 -0.39528 -0.0246 -0.0395 -0.0456
O 0.70386 -1.01138 -1.36468 -0.0426 0.0463 0.0489
C 0.91147 -0.76234 -2.63653 -0.0402 -0.0482 0.1737
O 0.34760 0.11327 -3.24656 0.0027 0.0993 -0.0569
C 1.97285 -1.76655 -3.16005 -0.1290 0.1069 0.0478
O 2.38890 -1.81154 -4.27676 0.0149 -0.0169 -0.0001
O 2.30372 -2.53273 -2.13629 -0.0110 0.0104 0.0034
```
Positions in Å, forces in eV/Å.



# C4H7FS

The molecule C4H7FS (ωB97M-V/def2-TZVPD, OMol25).

Properties
Charge: 0
Multiplicity: 1
SMILES: C=C(F)CSC
HOMO level, eV: -8.8
Energy above the lowest of the compared OMol25 structures with the same formula, charge and spin, kJ/mol: 153.1
E_LUMO, eV: 0.902

```
13
Properties=species:S:1:pos:R:3:forces:R:3
C 2.48189 -0.78798 -0.50418 -0.3372 0.8771 0.4784
C 1.63571 0.15819 -0.10526 0.1734 0.9781 -0.4848
F 1.84865 1.53454 -0.36107 0.5870 -1.8140 0.0168
C 0.28182 0.11331 0.48929 -1.5754 -0.0933 -1.7470
S -0.93839 0.22863 -1.04832 -0.5885 -0.4004 2.0029
C -2.50583 0.17084 0.00892 1.4913 2.2687 0.3146
H 3.42781 -0.53045 -0.99502 -0.5139 -0.3218 0.2510
H 2.17808 -1.80403 -0.25406 0.3740 0.1918 -0.2728
H -0.09425 -0.72558 1.10759 0.7807 0.5230 -0.3759
H 0.15229 1.10527 0.88718 -0.3144 -0.0423 0.8800
H -2.37619 0.88325 0.87991 -0.1429 -0.6655 -1.0751
H -2.67763 -0.77487 0.40209 0.0681 -1.9202 0.6639
H -3.41397 0.42889 -0.50706 -0.0020 0.4188 -0.6520
```
Positions in Å, forces in eV/Å.



Number 1: strongest force on any atom 0.0910 Eh/bohr. Number 2: strongest force on any atom 0.0773 Eh/bohr. Number 3: strongest force on any atom 0.0195 Eh/bohr. Number 4: strongest force on any atom 0.0104 Eh/bohr. Number 5: strongest force on any atom 0.0531 Eh/bohr.